# 1
# C18H20BF3O15

4 unconnected molecules or ions with the total composition C18H20BF3O15 (the ωB97M-V functional and the def2-TZVPD basis, OMol25).

The geometry in XYZ format:
```
57
Properties=species:S:1:pos:R:3
C 3.237 -3.008 -0.997
C 3.416 -2.040 -2.217
B 2.394 -0.834 -2.071
O 2.832 0.488 -2.154
C 0.866 -1.166 -1.785
C 0.081 -0.404 -1.051
O 0.501 0.774 -0.498
C -1.336 -0.887 -0.829
O -2.247 -0.146 -0.694
C -1.496 -2.377 -0.754
C -0.724 -3.151 -1.464
C -0.794 -4.661 -1.425
O -0.598 -5.206 -2.712
O 0.761 -5.528 -2.827
C 0.274 -2.429 -2.348
O 0.572 -2.779 -3.442
H 2.978 -4.006 -1.352
H 4.174 -3.063 -0.441
H 2.473 -2.690 -0.280
H 4.407 -1.583 -2.172
H 3.255 -2.593 -3.143
H 2.966 0.798 -1.244
H 0.319 1.451 -1.170
H -2.243 -2.787 -0.089
H -1.809 -4.949 -1.147
H -0.071 -5.108 -0.740
H 1.012 -5.150 -3.683
C -2.978 -0.338 2.467
C -2.674 -0.310 3.940
O -2.626 -1.688 4.278
C -2.223 -2.345 3.153
O -1.824 -3.461 3.130
O -2.332 -1.548 2.056
F -3.676 0.279 4.642
H -4.047 -0.409 2.263
H -2.575 0.522 1.936
H -1.726 0.160 4.194
C -0.804 4.570 5.160
C -1.859 3.516 5.375
O -1.455 2.489 4.484
C -0.095 2.589 4.370
O 0.598 1.739 3.924
O 0.346 3.781 4.841
F -3.085 3.958 5.011
H -1.041 5.225 4.321
H -0.628 5.177 6.045
H -1.904 3.120 6.392
C 1.569 3.884 -4.769
C 1.860 3.169 -3.476
O 0.753 3.529 -2.663
C -0.297 3.746 -3.515
O -1.429 3.803 -3.179
O 0.138 3.877 -4.796
F 2.996 3.632 -2.900
H 1.930 4.914 -4.762
H 1.980 3.371 -5.636
H 1.911 2.084 -3.557
```

E_HOMO   -9.45 eV
Orbital gap   8.691 eV
SMILES   CCB(O)C1=C(O)C(=O)C=C(COO)C1=O.O=C1OC[C@@H](F)O1.O=C1OC[C@@H](F)O1.O=C1OC[C@@H](F)O1
LUMO energy   -0.76 eV
M   544.15 g/mol
DFT total energy   -2150.88826 hartree



# 2
# C18H20BF6NO2S

2 unconnected molecules or ions with the total composition C18H20BF6NO2S (the ωB97M-V functional and the def2-TZVPD basis, OMol25).

The geometry in XYZ format:
```
49
Properties=species:S:1:pos:R:3
C -1.500 0.074 1.114
N -2.370 0.462 -0.073
C -1.980 -0.461 -1.210
C -3.798 0.298 0.245
H -0.444 0.030 0.811
H -1.631 0.808 1.922
H -1.794 -0.919 1.469
H -0.889 -0.478 -1.333
H -2.323 -1.471 -0.971
H -2.481 -0.118 -2.124
H -4.475 0.331 -0.700
H -4.054 0.736 1.262
C -8.715 1.201 -0.109
C -7.724 0.285 0.505
C -7.292 0.298 1.812
C -6.268 -0.669 2.106
C -5.800 -1.300 0.911
B -2.188 1.890 -0.441
C -4.879 -2.397 0.849
C -4.589 -2.965 -0.412
C -3.480 -3.788 -0.563
C -3.097 -4.330 -1.914
F -3.122 -5.701 -1.942
F -3.904 -3.886 -2.921
F -1.811 -3.949 -2.236
C -2.685 -4.123 0.528
C -2.986 -3.577 1.767
C -2.085 -3.837 2.938
F -1.031 -2.944 2.936
F -2.721 -3.680 4.140
F -1.547 -5.090 2.915
C -4.061 -2.718 1.949
O -2.464 2.387 -1.717
C -2.204 3.835 -1.694
C -1.970 4.172 -0.189
O -2.041 2.872 0.502
S -6.804 -0.833 -0.451
H -9.286 1.711 0.674
H -8.178 1.952 -0.710
H -9.439 0.680 -0.750
H -7.706 0.966 2.560
H -5.809 -0.827 3.041
H -5.243 -2.760 -1.253
H -1.834 -4.793 0.410
H -4.270 -2.315 2.939
H -1.291 4.007 -2.292
H -3.066 4.392 -2.103
H -0.963 4.578 0.001
H -2.756 4.852 0.185
```

E_HOMO   -5.93 eV
Orbital gap   5.972 eV
Energy above the lowest of the compared OMol25 structures with the same formula, charge and spin   0.621 eV
LUMO energy   0.04 eV
M   439.23 g/mol
DFT total energy   -1925.37998 hartree



# 3
# C18H20BrCrN6S2

A molecular structure, C18H20BrCrN6S2 (the ωB97M-V functional and the def2-TZVPD basis, OMol25).

The geometry in XYZ format:
```
48
Properties=species:S:1:pos:R:3
Cr 0.967 0.466 0.530
S -0.338 1.797 2.391
C -1.008 0.227 2.228
N -0.529 -0.643 1.340
C -1.181 -1.876 1.355
C -0.898 -2.971 0.546
C -1.656 -4.117 0.704
C -2.683 -4.176 1.651
C -2.969 -3.089 2.456
C -2.205 -1.938 2.298
S -2.316 -0.424 3.153
H -0.100 -2.928 -0.187
H -1.450 -4.981 0.086
H -3.262 -5.083 1.757
H -3.767 -3.137 3.186
C -1.632 1.414 -0.915
N -2.272 1.862 -2.130
C -2.105 0.845 -3.171
N -0.685 0.592 -3.457
C -0.048 0.146 -2.243
N -0.159 1.164 -1.136
C 0.435 2.451 -1.642
N -0.200 2.899 -2.855
C -1.631 3.101 -2.580
C -0.065 1.855 -3.878
H -2.072 0.478 -0.572
H -1.720 2.159 -0.127
H -2.593 1.188 -4.083
H -2.577 -0.084 -2.849
H 1.014 -0.040 -2.432
H -0.514 -0.775 -1.886
H 1.502 2.287 -1.827
H 0.318 3.194 -0.851
H -2.120 3.444 -3.491
H -1.743 3.867 -1.812
H 0.993 1.686 -4.083
H -0.544 2.196 -4.794
Br 6.147 1.600 2.000
C 4.682 0.496 2.339
C 4.698 -0.441 3.361
C 3.582 -1.233 3.565
C 2.478 -1.073 2.747
N 2.472 -0.172 1.764
C 3.544 0.602 1.565
H 5.572 -0.546 3.991
H 3.560 -1.970 4.354
H 1.577 -1.660 2.868
H 3.501 1.339 0.766
```

2S+1   5
E_HOMO (alpha / beta)   -10.81 / -10.86 eV
Orbital gap (alpha / beta)   7.276 / 7.365 eV
LUMO energy (alpha / beta)   -3.53 / -3.50 eV
M   516.43 g/mol
DFT total energy   -5441.14925 hartree
<S²>   6.016
Total charge   +1